# 1
ORCA calculation (the ωB97M-V functional and the def2-TZVPD basis) on a molecular structure, C39H40AsBIN8PV.

The calculation puts the relative energy (zero: lowest compared OMol25 entry of this formula, charge and spin) at 1.6 kcal per mole. The HOMO energy (spin up / spin down) is -6.4648 / -5.8164 eV. As for the spin multiplicity: 2.

Geometry as XYZ:
```
92
Properties=species:S:1:pos:R:3:mulliken_charge:R:1
V -0.6284 0.7967 0.3327 -0.183
C -4.9023 1.6213 0.1250 -1.539
C -3.7512 1.0303 -0.3991 -0.738
N -2.7126 1.2268 0.3998 1.230
N -3.1617 1.9521 1.4453 -0.072
C -4.4741 2.1900 1.3080 -0.341
B -2.2236 2.3543 2.5952 0.138
N -1.0766 3.2299 2.0663 0.015
C -0.6308 4.3969 2.5523 -0.335
C 0.5281 4.7372 1.8821 -1.562
C 0.7180 3.6868 0.9846 -0.618
N -0.2481 2.7834 1.0945 0.791
N -1.5898 1.0809 3.2205 -0.042
C -1.6808 0.6145 4.4731 -0.141
C -0.8708 -0.4989 4.5904 -1.651
C -0.3042 -0.6383 3.3216 -0.381
N -0.7437 0.3120 2.5042 0.519
H -5.8913 1.6387 -0.2956 0.482
H -3.6175 0.4938 -1.3256 0.551
H -5.0077 2.7492 2.0582 0.468
H -2.8452 2.9549 3.4255 -0.168
H -1.1686 4.8993 3.3387 0.494
H 1.1335 5.6151 2.0178 0.497
H 1.5098 3.5407 0.2692 0.476
H -2.3059 1.1148 5.1933 0.485
H -0.7091 -1.1100 5.4598 0.459
H 0.4053 -1.3666 2.9613 0.399
C 3.3743 -3.9180 0.6118 -0.630
C 3.0542 -3.5626 -0.6914 -0.578
C 2.6439 -2.2704 -0.9868 -0.166
C 2.5370 -1.3158 0.0224 0.295
C 2.8574 -1.6847 1.3285 -0.508
C 3.2805 -2.9725 1.6233 -0.845
P 1.9603 0.3981 -0.2424 0.868
C 3.5441 1.2776 -0.5529 0.580
C 3.5048 2.4923 -1.2400 -0.417
C 4.6619 3.2148 -1.4737 -0.806
C 5.8847 2.7355 -1.0207 -0.592
C 5.9363 1.5298 -0.3414 -0.728
C 4.7743 0.8047 -0.1080 -0.641
C 1.1781 0.4749 -1.8891 0.658
C 1.8135 0.3159 -3.1171 0.073
C 1.0825 0.4863 -4.2848 -1.163
C -0.2621 0.8351 -4.2039 -0.514
C -0.8768 1.0002 -2.9649 -0.474
C -0.1788 0.8225 -1.7645 0.154
H 3.6901 -4.9275 0.8385 0.382
H 3.1236 -4.2970 -1.4843 0.406
H 2.3898 -2.0090 -2.0061 0.254
H 2.7691 -0.9541 2.1265 0.492
H 3.5251 -3.2394 2.6434 0.449
H 2.5600 2.8570 -1.6280 0.399
H 4.6111 4.1500 -2.0166 0.422
H 6.7912 3.2966 -1.2055 0.383
H 6.8852 1.1435 0.0083 0.425
H 4.8382 -0.1389 0.4183 0.386
H 2.8736 0.0868 -3.1703 0.560
H 1.5584 0.3640 -5.2497 0.394
H -0.8333 0.9841 -5.1134 0.448
H -1.9245 1.2919 -2.9397 0.161
C -3.1272 -2.1672 0.5665 -1.497
As -1.3275 -1.6926 -0.0317 1.494
C -1.4358 -2.2737 -1.8830 -1.404
C -0.4013 -3.2176 0.8445 0.362
C -0.8080 -4.5809 0.3858 0.068
C -0.2795 -5.1274 -0.7835 -0.122
C -0.6554 -6.3884 -1.2149 -0.876
C -1.5711 -7.1333 -0.4830 -0.459
C -2.1016 -6.6055 0.6833 -0.773
C -1.7199 -5.3425 1.1130 -0.278
H -3.2858 -3.2420 0.4817 0.530
H -3.8719 -1.6444 -0.0295 0.457
H -3.2387 -1.8576 1.6069 0.278
H -1.8327 -3.2849 -1.9598 0.558
H -0.4495 -2.2161 -2.3445 0.175
H -2.0877 -1.5754 -2.4069 0.506
H -0.6389 -3.0911 1.9026 0.714
H 0.6718 -3.0743 0.7269 -1.037
H 0.4389 -4.5524 -1.3563 0.369
H -0.2335 -6.7943 -2.1255 0.412
H -1.8646 -8.1191 -0.8188 0.387
H -2.8118 -7.1785 1.2656 0.396
H -2.1350 -4.9387 2.0298 0.428
I -1.4375 7.6911 0.0013 0.108
C -1.4865 5.8461 -0.8884 -0.667
C -0.5520 5.3017 -1.7415 -0.262
N -1.0022 4.0725 -2.0488 0.172
N -2.1514 3.7687 -1.4380 -0.347
C -2.4523 4.8372 -0.7215 -0.356
H 0.3679 5.6927 -2.1402 0.538
H -0.5487 3.3528 -2.5932 0.221
H -3.3492 4.8575 -0.1238 0.541
```

# 2
ORCA calculation (the ωB97M-V functional and the def2-TZVPD basis) on a molecular structure, C39H40ClGaN2P2S at a distorted geometry.

The calculation puts the relative energy (zero: lowest compared OMol25 entry of this formula, charge and spin) at 27.2 kcal per mole. The HOMO energy (spin up / spin down) is -13.4296 / -13.6847 eV. As for the spin multiplicity: 1. As for the total charge: +2.

Geometry as XYZ:
```
86
Properties=species:S:1:pos:R:3:mulliken_charge:R:1
Ga 0.1920 0.2110 -0.6533 2.522
Cl -1.6229 1.4471 -0.8523 -0.290
P 1.4163 1.9454 0.7130 1.353
P -1.1613 -1.8750 -1.1707 0.625
C 0.8725 2.5449 2.3262 0.304
C 1.3524 3.3653 -0.4178 -0.079
C 3.1552 1.4344 0.8755 0.113
C -0.2622 -3.4569 -0.9541 0.505
C -2.8363 -2.1150 -0.4921 0.543
C -1.3994 -1.5898 -2.9579 0.720
C 1.7218 2.5100 3.4486 -0.577
C 1.2819 3.0477 4.6530 -0.689
C 0.0084 3.5991 4.7630 -0.648
C -0.8525 3.5903 3.6605 -0.631
C -0.4290 3.0543 2.4478 -0.101
H 2.7156 2.0697 3.3598 0.444
H 1.9575 3.0442 5.5095 0.437
H -0.3190 4.0431 5.7032 0.413
H -1.8482 4.0161 3.7360 0.482
H -1.1015 3.0010 1.5866 0.388
C 3.4822 0.2715 1.6015 -0.261
C 4.8219 -0.0800 1.7656 -0.611
C 5.8326 0.7041 1.2003 -0.607
C 5.4994 1.8317 0.4449 -0.662
C 4.1647 2.1911 0.2621 -0.544
H 2.6872 -0.3484 2.0257 0.323
H 5.0767 -0.9633 2.3493 0.439
H 6.8783 0.4363 1.3516 0.407
H 6.2753 2.4482 -0.0042 0.437
H 3.8970 3.0606 -0.3421 0.388
C 1.4664 4.6568 0.1108 -0.297
C 1.4578 5.7508 -0.7499 -0.694
C 1.3145 5.5682 -2.1278 -0.617
C 1.1663 4.2800 -2.6454 -0.663
C 1.1977 3.1780 -1.8062 -0.245
H 1.5551 4.7968 1.1912 0.426
H 1.5696 6.7456 -0.3285 0.436
H 1.3198 6.4222 -2.7995 0.423
H 1.0387 4.1209 -3.7158 0.471
H 1.0745 2.1725 -2.2179 0.121
C -3.9300 -1.4638 -1.0859 -0.431
C -5.2177 -1.6953 -0.6142 -0.786
C -5.4272 -2.5033 0.5053 -0.649
C -4.3317 -3.0737 1.1561 -0.732
C -3.0434 -2.8854 0.6663 -0.438
H -3.7618 -0.7767 -1.9192 0.517
H -6.0585 -1.2458 -1.1364 0.452
H -6.4389 -2.6862 0.8641 0.450
H -4.4845 -3.6923 2.0402 0.674
H -2.1825 -3.3082 1.1894 0.421
C 0.6546 -3.6397 0.0977 -0.061
C 1.3182 -4.8556 0.2441 -0.731
C 1.0638 -5.9060 -0.6419 -0.570
C 0.1553 -5.7241 -1.6882 -0.733
C -0.4948 -4.5028 -1.8565 -0.459
H 0.8461 -2.8194 0.7916 0.245
H 2.0310 -4.9830 1.0570 0.424
H 1.5716 -6.8607 -0.5152 0.403
H -0.0560 -6.5314 -2.3865 0.439
H -1.1789 -4.3574 -2.6900 0.299
C -2.2981 -2.4052 -3.6609 -0.463
C -2.4446 -2.2441 -5.0367 -0.893
C -1.7726 -1.2224 -5.7121 -0.604
C -0.9360 -0.3628 -4.9965 -0.703
C -0.7422 -0.5460 -3.6375 -0.293
H -2.8895 -3.1633 -3.1378 0.529
H -3.0962 -2.9266 -5.5751 0.430
H -1.8931 -1.0823 -6.7823 0.423
H -0.4158 0.4579 -5.4895 0.475
H -0.0888 0.1530 -3.1045 -0.273
H 1.0230 -0.7627 0.3028 -0.060
H 1.4047 0.0426 -1.6538 -0.259
C -3.7834 -1.2511 4.4373 -0.966
N -3.0324 -0.4384 3.4773 -0.143
C -1.6696 -0.5112 3.4017 0.216
S -0.8303 -0.5376 1.9459 -0.012
N -0.9280 -0.6234 4.5372 -0.161
C -1.2911 -0.0275 5.8109 -0.983
H -3.1387 -1.6731 5.2057 0.448
H -4.2602 -2.0757 3.8786 0.181
H -4.5648 -0.6552 4.9265 0.344
H -3.4247 -0.4470 2.5275 0.312
H 0.0675 -0.5031 4.2795 0.238
H -1.1209 -0.7443 6.6271 0.309
H -0.6288 0.8434 5.9529 0.236
H -2.3308 0.2951 5.8349 0.432
```